Record 1
Molecular formula: C68H81GeN3O6Sc
Method: DFT, ωB97M-V/def2-TZVPD

XYZ file:
```
160
Properties=species:S:1:pos:R:3
Sc 0.568 -0.176 -1.777
C -0.582 -3.350 -2.992
O -0.686 -2.293 -2.040
C -1.737 -2.486 -1.139
C -1.482 -3.120 0.067
C -0.103 -3.622 0.430
C 0.517 -2.776 1.516
C 0.556 -3.246 2.828
C 1.014 -2.469 3.882
C 1.443 -1.178 3.573
C 1.415 -0.672 2.285
C 1.731 0.775 2.011
C 0.435 1.534 1.821
C -0.436 1.702 2.887
C -1.678 2.315 2.741
C -2.021 2.787 1.481
C -1.173 2.650 0.387
C -1.614 3.148 -0.975
C -2.747 2.306 -1.500
C -4.057 2.747 -1.428
C -5.139 1.956 -1.813
C -4.845 0.684 -2.285
C -3.540 0.206 -2.369
C -3.275 -1.233 -2.730
C -3.005 -2.015 -1.462
C -4.018 -2.182 -0.532
C -3.802 -2.782 0.706
C -2.523 -3.246 0.980
C -4.946 -2.857 1.714
C -5.399 -1.429 2.053
C -4.528 -3.549 3.012
C -6.121 -3.634 1.106
C -2.474 1.018 -1.980
O -1.215 0.577 -2.048
C -6.562 2.494 -1.682
C -6.722 3.742 -2.562
C -6.832 2.869 -0.218
C -7.609 1.465 -2.109
C 0.039 2.004 0.576
O 0.877 1.810 -0.519
C 1.721 2.944 -0.789
C -2.616 2.404 3.944
C -1.939 3.202 5.066
C -2.921 0.984 4.442
C -3.940 3.084 3.594
C 0.950 -1.476 1.234
O 0.925 -1.006 -0.017
C 1.035 -2.952 5.331
C 2.474 -2.920 5.864
C 0.501 -4.377 5.471
C 0.156 -2.027 6.185
H -0.445 -4.305 -2.479
H 0.283 -3.144 -3.615
H -1.488 -3.404 -3.602
H 0.519 -3.636 -0.463
H -0.181 -4.650 0.791
H 0.203 -4.254 3.009
H 1.803 -0.529 4.365
H 2.351 0.871 1.119
H 2.284 1.192 2.855
H -0.139 1.307 3.852
H -2.980 3.261 1.318
H -0.781 3.125 -1.675
H -1.952 4.183 -0.887
H -4.234 3.750 -1.051
H -5.644 0.020 -2.593
H -2.422 -1.309 -3.402
H -4.147 -1.646 -3.241
H -4.997 -1.784 -0.773
H -2.301 -3.710 1.933
H -4.577 -0.859 2.490
H -6.222 -1.454 2.771
H -5.739 -0.894 1.165
H -3.718 -3.012 3.510
H -4.205 -4.576 2.835
H -5.377 -3.579 3.697
H -6.505 -3.144 0.210
H -6.939 -3.705 1.826
H -5.816 -4.646 0.832
H -6.024 4.527 -2.271
H -7.735 4.142 -2.475
H -6.536 3.500 -3.610
H -6.148 3.644 0.131
H -6.711 1.998 0.431
H -7.851 3.246 -0.103
H -7.492 1.183 -3.157
H -8.607 1.889 -1.988
H -7.554 0.561 -1.500
H 1.172 3.862 -0.580
H 2.002 2.894 -1.834
H 2.610 2.899 -0.155
H -1.020 2.720 5.402
H -2.608 3.287 5.925
H -1.685 4.208 4.726
H -2.014 0.459 4.744
H -3.401 0.397 3.657
H -3.593 1.022 5.304
H -3.788 4.110 3.254
H -4.576 3.117 4.481
H -4.479 2.538 2.817
H 3.122 -3.561 5.264
H 2.504 -3.271 6.898
H 2.886 -1.910 5.841
H 1.107 -5.092 4.910
H -0.532 -4.455 5.127
H 0.525 -4.674 6.521
H 0.515 -0.997 6.160
H 0.157 -2.357 7.227
H -0.874 -2.033 5.823
N 0.079 -0.392 -4.427
C 1.016 0.489 -5.133
C 1.707 1.419 -4.138
O 2.143 2.502 -4.482
O 1.807 0.921 -2.948
H -0.202 -1.167 -5.016
H -0.764 0.121 -4.188
H 0.565 1.085 -5.927
H 1.808 -0.116 -5.583
C 4.963 -0.335 -0.029
Ge 4.668 0.680 -1.699
C 5.285 -0.284 -3.282
C 6.008 -1.473 -3.217
C 6.390 -2.141 -4.374
C 6.036 -1.636 -5.617
C 5.312 -0.451 -5.698
C 4.943 0.220 -4.540
C 5.539 2.446 -1.707
C 4.916 3.470 -2.374
C 5.463 4.774 -2.408
C 6.626 5.045 -1.753
C 7.324 4.016 -1.073
C 8.557 4.271 -0.423
C 9.249 3.267 0.190
C 8.740 1.951 0.173
C 7.547 1.681 -0.436
C 6.792 2.702 -1.068
H 5.471 0.295 0.702
H 5.563 -1.231 -0.201
H 4.005 -0.642 0.394
H 6.280 -1.894 -2.255
H 6.963 -3.058 -4.304
H 6.330 -2.156 -6.520
H 5.041 -0.045 -6.665
H 4.382 1.146 -4.619
H 3.996 3.282 -2.915
H 4.945 5.553 -2.953
H 7.044 6.046 -1.753
H 8.946 5.283 -0.429
H 10.191 3.474 0.682
H 9.302 1.152 0.639
H 7.176 0.662 -0.456
N 2.676 -2.655 -1.377
C 3.475 -3.629 -1.837
C 3.566 -3.459 -3.201
C 2.785 -2.328 -3.468
N 2.235 -1.856 -2.356
H 2.360 -2.446 -0.439
H 3.919 -4.349 -1.171
H 4.143 -4.041 -3.898
H 2.615 -1.827 -4.407
```

- multiplicity = 2
- highest occupied orbital energy (alpha / beta) (eV) = -6.69 / -7.63
- gap between HOMO and LUMO (alpha / beta) (eV) = 6.93 / 7.46
- ΔE to the lowest compared entry with this formula, charge and spin (kcal per mole) = 0.0


Record 2
Molecular formula: C68H84Cl3F5IN4O
Method: DFT, ωB97M-V/def2-TZVPD

XYZ file:
```
166
Properties=species:S:1:pos:R:3
C -0.121 -4.285 -1.511
C -0.723 -2.975 -2.032
C 0.038 -2.311 -3.200
C 1.569 -2.328 -3.086
C 2.153 -1.638 -1.816
C 3.418 -0.792 -2.075
N 3.355 0.672 -1.904
C 2.162 1.335 -1.970
N 1.194 0.954 -2.802
C -0.185 1.407 -2.795
Cl -1.009 0.827 -1.302
C -0.497 2.901 -3.090
C 0.493 3.545 -4.050
Cl -0.747 3.927 -1.640
N 1.921 2.385 -1.155
C 2.991 2.746 -0.208
C 2.796 2.024 1.155
C 3.533 0.707 1.422
C 2.983 3.018 2.345
C 1.663 3.402 3.019
C 4.333 2.770 -0.984
Cl 5.598 3.042 0.287
C 4.337 4.058 -1.831
C 4.524 5.371 -1.085
N 5.266 6.254 -1.603
C 4.618 1.468 -1.887
C 5.833 0.704 -1.270
C 6.430 -0.558 -1.973
C 7.932 -0.409 -2.302
C 8.862 -0.350 -1.101
F 8.721 0.810 -0.407
F 10.145 -0.398 -1.546
C 8.708 -1.509 -0.084
F 7.683 -1.282 0.712
F 9.760 -1.643 0.644
F 8.485 -2.645 -0.703
C 5.082 1.746 -3.355
C 4.128 2.241 -4.419
O 3.235 1.578 -4.798
I 4.542 4.055 -5.498
H 0.954 -4.222 -1.310
H -0.601 -4.529 -0.554
H -0.308 -5.135 -2.176
H -1.732 -3.200 -2.405
H -0.851 -2.256 -1.214
H -0.333 -1.286 -3.338
H -0.225 -2.842 -4.127
H 2.004 -1.889 -3.996
H 1.877 -3.380 -3.082
H 1.360 -1.105 -1.281
H 2.468 -2.438 -1.134
H 3.804 -1.046 -3.072
H 4.169 -1.129 -1.357
H 1.422 0.199 -3.436
H -0.675 0.843 -3.594
H -1.483 2.888 -3.567
H 1.495 3.571 -3.621
H 0.161 4.554 -4.309
H 0.540 2.961 -4.979
H 1.001 2.337 -0.721
H 2.808 3.807 0.010
H 1.725 1.758 1.179
H 3.390 -0.053 0.646
H 4.603 0.853 1.603
H 3.126 0.279 2.349
H 3.522 3.914 2.015
H 3.636 2.544 3.090
H 1.868 4.128 3.817
H 0.983 3.876 2.302
H 1.195 2.531 3.490
H 5.162 4.047 -2.545
H 3.376 4.150 -2.356
H 3.972 5.539 -0.149
H 5.276 7.105 -1.040
H 6.636 1.445 -1.297
H 5.618 0.445 -0.235
H 5.918 -0.854 -2.887
H 6.319 -1.415 -1.297
H 8.272 -1.241 -2.929
H 8.102 0.525 -2.851
H 5.396 0.787 -3.789
H 5.981 2.373 -3.341
C -3.632 -6.900 0.627
C -3.393 -7.584 1.811
C -2.233 -8.333 1.959
C -1.309 -8.393 0.925
C -1.548 -7.708 -0.259
C -2.710 -6.964 -0.410
H -4.539 -6.321 0.511
H -4.113 -7.538 2.618
H -2.052 -8.873 2.879
H -0.404 -8.975 1.041
H -0.826 -7.757 -1.066
H -2.900 -6.434 -1.335
C -4.845 5.088 -0.082
C -5.861 5.943 0.321
C -5.839 7.276 -0.069
C -4.804 7.752 -0.863
C -3.787 6.896 -1.263
C -3.805 5.565 -0.869
H -4.857 4.049 0.226
H -6.670 5.572 0.937
H -6.630 7.945 0.246
H -4.790 8.791 -1.167
H -2.977 7.270 -1.878
H -3.002 4.898 -1.159
C -4.883 -10.878 1.403
C -4.061 -11.981 1.596
C -4.609 -13.200 1.969
C -5.981 -13.316 2.151
C -6.803 -12.215 1.959
C -6.253 -10.995 1.586
H -4.452 -9.930 1.112
H -2.991 -11.889 1.452
H -3.968 -14.060 2.118
H -6.409 -14.268 2.440
H -7.872 -12.307 2.099
H -6.895 -10.135 1.438
C -4.177 3.957 4.967
C -4.102 4.831 3.890
C -3.119 4.660 2.926
C -2.217 3.610 3.034
C -2.294 2.733 4.108
C -3.274 2.908 5.076
H -4.942 4.092 5.721
H -4.810 5.645 3.801
H -3.059 5.340 2.086
H -1.455 3.474 2.277
H -1.591 1.913 4.192
H -3.333 2.228 5.916
C -3.047 13.465 -0.870
C -4.084 13.527 0.051
C -4.494 12.378 0.713
C -3.865 11.167 0.457
C -2.827 11.106 -0.463
C -2.420 12.254 -1.129
H -2.729 14.361 -1.387
H -4.572 14.471 0.254
H -5.305 12.425 1.429
H -4.182 10.271 0.975
H -2.335 10.161 -0.661
H -1.612 12.207 -1.849
C -3.653 -17.207 -2.229
C -4.903 -17.607 -1.778
C -5.687 -16.731 -1.039
C -5.222 -15.454 -0.755
C -3.973 -15.053 -1.209
C -3.187 -15.930 -1.944
H -3.041 -17.890 -2.804
H -5.266 -18.601 -2.002
H -6.660 -17.044 -0.683
H -5.833 -14.768 -0.183
H -3.615 -14.055 -0.987
H -2.212 -15.619 -2.295
C 0.402 6.970 5.143
C 1.206 7.388 4.093
C 2.359 8.120 4.346
C 2.710 8.430 5.653
C 1.906 8.010 6.704
C 0.752 7.283 6.450
H -0.498 6.403 4.944
H 0.933 7.145 3.073
H 2.982 8.452 3.525
H 3.607 9.001 5.852
H 2.179 8.253 7.723
H 0.123 6.961 7.270
```

- total charge = +1
- highest occupied orbital energy (eV) = -10.06
- gap between HOMO and LUMO (eV) = 7.23